Density functional theory data (ωB97M-V with the def2-TZVPD basis set) for a cluster of 4 separate species, C5H10O2 in total.

```
17
Properties=species:S:1:pos:R:3:forces:R:3:lowdin_charge:R:1
C -1.890 1.643 0.040 -3.1 -0.5 0.0 -0.251
O -1.255 0.707 -0.790 0.7 -2.4 -0.4 -0.368
C 1.012 0.364 -0.431 1.5 0.0 -1.4 -0.068
C 1.980 0.231 0.668 0.1 -0.1 0.9 -0.122
C 1.779 -0.722 -0.454 -0.6 0.0 -0.3 -0.100
C -0.134 -1.877 0.232 -1.1 -0.9 0.1 -0.121
O -0.995 -2.054 -0.677 0.6 2.3 -0.1 -0.069
H -2.741 1.931 -0.581 -0.5 0.6 0.3 0.058
H -1.572 2.633 0.483 1.6 -1.0 -1.1 0.085
H -2.367 1.197 0.921 0.1 -0.4 0.1 0.056
H 0.614 1.064 -1.130 0.0 0.2 0.2 0.108
H 2.860 0.870 0.689 -0.1 0.1 0.0 0.095
H 1.617 -0.050 1.649 0.0 0.0 0.3 0.078
H 2.359 -1.282 -1.175 -0.3 -0.1 0.2 0.116
H 0.555 -2.703 0.450 0.0 0.2 -0.3 0.106
H -0.329 -1.229 1.103 0.2 0.4 -0.6 0.108
H -1.491 -0.724 -0.995 0.8 1.7 1.9 0.288
```
Forces are in eV/Å.

LUMO energy (alpha / beta): 0.075 / 0.075 eV
M: 102.13 u
energy relative to the best compared isomer or geometry (same formula, charge and spin): 833.5 kJ/mol
strongest force on any atom: 3.19 eV/Å
highest occupied orbital energy (alpha / beta): -0.308 / -0.308 Ha
E: -346.70796 a.u.